# 1
A 13-piece molecular cluster, C58H99F9O36 overall in a non-equilibrium geometry. Source: OMol25; level of theory: ωB97M-V with the def2-TZVPD basis set.

Geometry (Å):
C -4.6260 -1.9212 -1.3155
O -5.8051 -2.5742 -0.9299
C -7.0178 -1.9372 -1.1100
C -8.1847 -2.6083 -0.4193
O -8.6332 -3.8309 -1.0189
C -7.6625 -4.6524 -1.6576
C -8.4354 -5.8505 -2.2093
O -7.5999 -6.9843 -2.1405
C -7.8528 -7.9693 -3.1116
H -3.7999 -2.6276 -1.3437
H -4.3636 -0.9675 -0.8599
H -4.7214 -1.7436 -2.3980
H -7.3300 -1.7040 -2.1416
H -6.9502 -0.9137 -0.7072
H -9.0387 -1.9389 -0.3623
H -7.8735 -2.9193 0.5884
H -6.9217 -4.9772 -0.9219
H -7.2097 -4.0965 -2.4803
H -8.7667 -5.6635 -3.2391
H -9.3726 -5.9593 -1.6493
H -7.1784 -8.7886 -2.8586
H -7.7865 -7.6590 -4.1581
H -8.8568 -8.4016 -2.9625
C 2.6642 2.5700 1.7135
O 1.4731 1.8467 1.6748
C 1.4200 0.6589 0.9113
C 1.4446 0.9152 -0.5663
O 0.3007 1.6169 -1.0957
C -0.8716 0.8552 -1.2421
C -1.9864 1.8766 -1.4366
O -3.2275 1.2132 -1.4771
C -4.2676 2.1029 -1.7959
H 3.4874 1.9083 2.0329
H 2.6056 3.3763 2.4428
H 2.9633 2.9882 0.7462
H 0.6117 0.0571 1.3144
H 2.3572 0.0962 1.0448
H 1.6132 0.0323 -1.1917
H 2.1917 1.6560 -0.8682
H -1.0343 0.1582 -0.4156
H -0.8843 0.2088 -2.1330
H -1.7870 2.4918 -2.3171
H -1.9146 2.5528 -0.5744
H -4.2567 2.3417 -2.8628
H -4.2429 2.9923 -1.1561
H -5.2168 1.6215 -1.5429
C -1.5022 -4.6667 5.5627
O -1.0120 -3.4527 5.0232
C -2.0183 -2.4763 4.9288
C -1.4503 -1.1075 4.6431
O -2.5427 -0.2203 4.4600
C -2.1939 1.1112 4.1498
C -2.5105 1.6038 2.7351
O -3.7124 2.3516 2.7462
C -4.1313 2.6332 1.4194
H -0.7118 -5.3899 5.3892
H -2.4419 -4.9877 5.1084
H -1.6469 -4.5192 6.6360
H -2.7232 -2.4536 5.7650
H -2.5806 -2.7350 4.0218
H -0.8807 -1.0706 3.6991
H -0.8024 -0.7036 5.4383
H -1.2044 1.3925 4.5225
H -2.9190 1.6695 4.7573
H -2.5805 0.8098 1.9820
H -1.7278 2.2808 2.3647
H -3.2877 3.1469 0.9381
H -4.9214 3.3787 1.3822
H -4.3447 1.7018 0.8960
C 6.7800 2.4475 0.9354
C 6.0060 1.5083 0.0176
O 6.5908 1.2616 -1.2422
C 7.6298 0.4571 -1.3439
O 8.0714 -0.1709 -0.4460
C 8.2218 0.5022 -2.7670
F 7.3576 0.9458 -3.6363
F 9.2337 1.3661 -2.7193
F 8.6932 -0.6667 -3.1183
H 6.8733 3.4282 0.4699
H 7.7737 2.0174 1.0848
H 6.3073 2.5288 1.9123
H 5.0483 1.9966 -0.1625
H 5.8276 0.5720 0.5521
C -4.8622 -5.4351 3.1400
C -4.7472 -4.2886 2.1395
O -3.3515 -4.2000 1.8234
C -2.9403 -3.0226 1.4126
O -3.6482 -2.0804 1.3569
C -1.5162 -3.0101 0.8719
F -1.3986 -4.0404 0.0477
F -1.1676 -1.8745 0.3427
F -0.6719 -3.2097 1.8784
H -4.8447 -6.4337 2.7038
H -5.7372 -5.4651 3.7940
H -4.0394 -5.3228 3.8512
H -5.1125 -3.3959 2.6355
H -5.2797 -4.5418 1.2280
C 0.6746 -2.9774 -2.2657
C -0.5344 -3.4134 -3.0672
O -1.0372 -2.2099 -3.6738
C -2.2797 -2.1154 -4.0617
O -3.1331 -2.9176 -3.9374
C -2.4572 -0.7974 -4.8339
F -1.3953 0.0019 -4.7481
F -2.6336 -1.1117 -6.1107
F -3.4666 -0.0872 -4.3207
H 1.5590 -2.7687 -2.8655
H 0.8886 -3.7745 -1.5514
H 0.4903 -2.0512 -1.7214
H -1.2406 -3.9312 -2.4265
H -0.2476 -4.1167 -3.8506
C 1.5244 5.0500 -4.5440
C 2.1540 5.5582 -3.2623
C 1.7353 5.0452 -1.8470
O 2.9605 4.5715 -1.2903
C 3.9954 4.7549 -2.1393
O 5.0544 4.2401 -1.9958
O 3.5329 5.2030 -3.3141
H 2.2540 5.1791 -5.3408
H 0.5459 5.4808 -4.7404
H 1.3615 3.9677 -4.4910
H 2.0102 6.6426 -3.1843
H 0.9798 4.2580 -1.8247
H 1.4063 5.9186 -1.2840
C 6.7088 -4.9523 -0.9682
C 5.9929 -3.7332 -1.5412
C 4.6473 -3.9770 -2.2329
O 3.8814 -2.8456 -1.7938
C 4.4390 -2.3117 -0.7120
O 4.0757 -1.3052 -0.1836
O 5.6103 -2.9022 -0.4416
H 5.9969 -5.7727 -0.7982
H 7.2184 -4.7415 -0.0317
H 7.4202 -5.4577 -1.6252
H 6.8222 -3.2999 -2.1097
H 4.1323 -4.9026 -1.9709
H 4.7248 -3.9831 -3.3184
C 3.4041 2.9726 5.3407
C 3.5610 3.4600 6.7693
C 4.3259 2.4739 7.6977
O 5.4673 3.1692 8.1493
C 5.5844 4.3654 7.5446
O 6.4615 5.1335 7.7002
O 4.5320 4.5307 6.7221
H 4.2884 2.4666 4.9561
H 3.2241 3.8223 4.6809
H 2.5236 2.3340 5.2377
H 2.6378 3.7854 7.2429
H 4.7212 1.6239 7.1270
H 3.7490 2.1417 8.5617
C -4.3469 2.3734 -7.7522
C -3.6180 3.5579 -7.0706
C -4.2679 3.9739 -5.7617
O -3.3043 3.6828 -4.7577
C -2.1940 3.1967 -5.3150
O -1.2788 2.7363 -4.7319
O -2.3361 3.0512 -6.6540
H -4.3742 1.5980 -6.9880
H -3.6925 1.9899 -8.5335
H -5.2675 2.7797 -8.1625
H -3.5384 4.4001 -7.7598
H -5.1585 3.3587 -5.5886
H -4.6068 5.0087 -5.7003
C 1.9410 0.4017 -4.1957
C 3.4538 0.4265 -4.3496
C 4.2570 0.3843 -3.0553
O 5.2172 -0.6305 -3.3771
C 4.9875 -1.2451 -4.5464
O 5.6325 -2.1627 -4.9611
O 3.8330 -0.7600 -5.0547
H 1.5360 1.2803 -3.6879
H 1.5821 -0.5425 -3.7960
H 1.5754 0.5668 -5.2149
H 3.7147 1.3461 -4.8791
H 3.8131 0.0722 -2.1116
H 4.7209 1.3643 -2.9340
C 3.7388 -2.0092 6.3759
C 2.7840 -1.7270 5.2526
C 3.4051 -1.2114 3.9182
O 3.0089 -2.1928 2.9913
C 2.2807 -3.1612 3.5280
O 1.8666 -4.1374 3.0289
O 2.1533 -2.9309 4.8599
H 4.1086 -1.0847 6.8291
H 4.6095 -2.5661 6.0109
H 3.4401 -2.6257 7.2245
H 2.0975 -0.8998 5.4603
H 4.4923 -1.1254 4.0139
H 3.0599 -0.2313 3.5950
C -0.5199 4.3807 4.1238
C -0.6839 5.5370 3.1414
C 0.6060 5.9213 2.3494
O 0.2632 5.6466 0.9919
C -1.0666 5.4471 0.8912
O -1.6842 5.5394 -0.1325
O -1.5795 5.1350 2.1004
H -0.0092 4.7832 4.9985
H 0.0154 3.5087 3.7267
H -1.4842 3.9126 4.3323
H -1.0444 6.3282 3.8050
H 1.4434 5.2690 2.6022
H 0.8592 6.9731 2.4808

Force components x, y, z for each atom (eV/Å):
C -0.28 0.24 -2.52
O 0.18 -1.24 0.99
C -0.70 2.09 -0.05
C 0.98 -1.66 0.34
O -0.51 0.55 -0.46
C -0.81 0.15 0.17
C -0.12 0.30 -0.15
O 0.16 0.28 -0.35
C -0.73 -0.89 0.89
H -0.01 -0.15 0.79
H -0.25 -0.16 0.58
H -0.04 0.47 0.02
H 0.51 -0.64 -0.40
H -0.04 -0.01 0.37
H -0.01 0.03 -0.08
H 0.03 0.56 0.13
H 0.17 -0.10 -0.25
H 0.39 -0.14 0.14
H 0.28 0.01 -0.08
H 0.20 -0.26 0.29
H 0.22 0.12 -0.46
H 0.33 0.28 0.12
H -0.02 0.20 -0.14
C 1.02 -0.65 -0.40
O -1.24 0.46 0.67
C 1.77 0.05 -0.08
C -1.23 1.16 -1.67
O 0.09 -0.34 0.27
C -0.58 -0.14 -0.68
C 0.63 -0.10 0.96
O 0.14 -0.01 0.01
C -0.61 -0.22 0.25
H 0.05 0.06 0.01
H -0.35 -0.04 -0.03
H -0.18 0.11 0.01
H -0.30 0.05 -0.29
H -0.08 -0.21 0.37
H 0.07 -0.30 0.44
H 0.62 -0.41 0.60
H -0.21 0.52 0.29
H 0.54 0.07 -0.15
H -0.09 -0.24 -0.25
H -0.30 0.08 0.00
H 0.02 0.27 0.13
H 0.26 0.20 -0.37
H 0.08 -0.21 -0.21
C 0.55 0.53 0.18
O 0.03 0.32 0.37
C -0.16 -0.24 -1.30
C 0.33 1.07 -0.47
O -0.02 -0.53 -0.01
C -1.43 0.64 0.55
C 0.53 0.16 -0.48
O -0.71 -0.15 0.34
C 1.29 0.45 0.22
H -0.12 -0.24 0.04
H 0.06 0.00 -0.12
H -0.16 -0.28 0.12
H 0.22 0.00 0.25
H -0.54 0.11 0.19
H 0.24 -0.55 0.26
H -0.03 -0.36 0.06
H 0.20 -0.29 -0.32
H 0.30 0.32 0.02
H -0.01 -0.36 0.27
H 0.25 -0.08 0.10
H -0.05 -0.21 -0.34
H -0.41 -0.38 0.43
H -0.26 0.07 -0.17
C 0.86 -0.40 -0.77
C -0.87 0.16 1.74
O -0.06 0.85 -1.08
C -0.98 0.45 0.09
O 1.04 -1.06 0.75
C -0.06 0.36 1.45
F -0.59 0.25 -1.13
F 0.77 0.50 -0.11
F 0.19 -0.90 -0.43
H 0.01 0.06 0.13
H 0.04 0.24 0.14
H -0.21 0.00 -0.08
H -0.05 -0.31 -0.48
H 0.00 -0.12 -0.31
C 0.23 -0.40 0.65
C -0.71 -1.31 1.08
O 0.85 -0.64 0.04
C -0.77 -0.23 -0.50
O -0.45 2.07 0.07
C -0.14 -1.25 1.98
F 0.40 -0.11 -1.11
F -0.16 0.76 -1.20
F 0.55 -0.31 0.70
H 0.40 0.12 -0.24
H -0.32 0.61 -0.44
H 0.07 -0.26 -0.20
H 0.11 0.34 -0.47
H -0.13 0.52 -0.15
C 0.14 -0.19 0.13
C 0.72 0.00 0.20
O 0.66 0.01 0.16
C 0.94 0.59 -0.31
O -1.40 -1.06 0.11
C 0.65 0.41 0.98
F 0.26 -0.16 -0.21
F -0.61 0.29 -0.45
F -0.63 -0.25 -0.59
H -0.07 -0.27 -0.18
H 0.29 0.15 0.04
H -0.30 -0.14 0.17
H -0.50 0.39 -0.07
H -0.11 0.13 -0.16
C -0.03 -1.11 0.59
C -0.62 0.22 0.53
C -0.17 0.51 -0.73
O 0.14 0.35 0.67
C -1.53 -2.29 -0.92
O 0.98 0.67 0.55
O 0.68 1.06 -0.21
H -0.28 0.45 -0.20
H 0.15 0.29 -0.15
H -0.01 0.03 0.14
H 0.58 0.00 -0.45
H 0.15 -0.05 -0.01
H -0.17 -0.38 0.23
C -0.88 -1.65 0.07
C 1.21 -1.54 0.59
C 0.56 0.15 -0.56
O -0.80 -0.49 -0.42
C 1.42 0.97 -0.66
O -0.75 -0.03 0.52
O 0.02 0.09 0.23
H -0.09 0.27 0.46
H -0.04 0.26 -0.03
H 0.14 0.68 -0.32
H -0.94 1.03 -0.42
H 0.16 0.04 0.52
H 0.01 0.40 -0.01
C -0.78 0.21 -0.06
C 1.90 -0.49 0.10
C -0.16 -0.56 -0.47
O 0.41 0.12 0.67
C -0.98 -0.79 -0.13
O 0.59 0.51 0.08
O -0.76 0.93 -0.40
H 0.07 -0.08 0.24
H 0.00 0.11 0.11
H 0.12 -0.20 0.04
H -0.03 0.32 -0.21
H -0.45 -0.08 0.15
H 0.04 -0.03 -0.13
C 1.40 1.16 0.50
C -0.26 -0.98 -0.60
C -1.01 -0.19 0.16
O -0.18 0.75 0.21
C -0.57 -1.51 -0.90
O 1.13 0.44 0.83
O -0.12 1.11 -0.16
H -0.82 -0.13 -0.13
H -0.19 0.11 -0.25
H -0.35 -0.64 0.11
H 0.49 -0.06 0.04
H 0.17 -0.01 0.19
H 0.43 0.08 -0.02
C 0.18 0.70 -1.16
C -1.56 0.18 1.07
C 0.42 -0.14 -0.59
O 1.37 0.01 0.58
C -0.83 -0.10 0.86
O -0.26 0.43 -0.13
O 0.58 0.13 -0.76
H 0.22 -0.22 0.54
H -0.09 0.08 0.12
H -0.36 -0.53 0.07
H 0.29 -0.37 -0.43
H -0.55 0.03 -0.26
H 0.39 -0.27 0.27
C 1.34 0.02 0.43
C -0.08 0.86 -0.60
C 0.69 -0.23 0.90
O 0.55 0.40 -1.69
C 0.41 0.26 2.05
O -0.41 -0.83 -1.25
O -0.57 0.26 0.42
H 0.03 0.07 -0.22
H 0.01 0.24 -0.26
H -0.96 0.10 -0.29
H -0.66 -0.72 0.77
H 0.03 -0.41 -0.37
H -0.39 -0.05 0.03
C 0.18 -0.67 -0.66
C 0.94 -1.30 0.51
C -0.46 -0.53 0.48
O 0.04 0.56 -0.02
C -0.37 0.15 -0.62
O 0.42 -0.45 0.80
O -0.44 0.80 0.00
H -0.17 -0.34 0.24
H 0.48 0.43 -0.23
H -0.21 0.66 0.49
H -0.48 0.47 -0.96
H -0.02 0.23 0.11
H 0.10 -0.06 -0.18

As for the LUMO energy: 0.1 eV. For the total energy, the calculation gives -159914.7250 eV.

# 2
An isolated molecule of C3H6O2. Source: OMol25; level of theory: ωB97M-V with the def2-TZVPD basis set.

Geometry (Å):
O 1.0541 0.5136 -1.5967
C 1.0642 -0.2535 -0.4180
C -0.3565 -0.5502 0.0581
C -1.0149 0.2849 1.0650
O -1.3055 0.4462 -0.3175
H 0.1870 0.9462 -1.6245
H 1.5775 -1.1978 -0.6317
H 1.6313 0.2542 0.3784
H -0.7218 -1.5667 -0.0842
H -0.4594 1.1052 1.5195
H -1.8323 -0.1178 1.6616

Force components x, y, z for each atom (eV/Å):
O -0.18 0.08 -0.14
C 0.08 -0.25 0.33
C 0.13 -0.18 -0.02
C 0.00 0.02 0.28
O -0.14 0.10 -0.13
H 0.18 0.06 -0.03
H -0.07 0.12 0.06
H -0.12 0.00 -0.16
H 0.05 0.14 0.02
H -0.05 -0.14 -0.09
H 0.12 0.05 -0.10

As for the LUMO energy: 1.1 eV. For the total energy, the calculation gives -7301.5551 eV.

# 3
C17H24Br6F9NO7 as an isolated structure in a non-equilibrium geometry. Source: OMol25; level of theory: ωB97M-V with the def2-TZVPD basis set.

Geometry (Å):
C -0.4329 -0.8950 -2.7213
C 0.8161 -0.0770 -2.4388
O 1.1816 0.1180 -1.2975
N 1.4694 0.4296 -3.5310
C 2.5792 1.3309 -3.3139
H -0.7408 -0.8036 -3.7625
H -1.2253 -0.5108 -2.0859
H -0.2261 -1.9149 -2.3978
H 1.4864 -0.1787 -4.3310
H 3.3660 0.8491 -2.7307
H 2.2361 2.2442 -2.8381
H 3.0093 1.6188 -4.2744
C -3.6955 -3.0813 -2.7912
C -4.1206 -3.4522 -1.3964
O -4.1240 -2.3115 -0.5085
C -2.9636 -1.9823 0.0120
O -1.9339 -2.5757 -0.0936
C -2.9799 -0.5914 0.7047
F -4.2115 -0.0766 0.7928
F -2.4403 -0.6403 1.9108
F -2.2587 0.2311 -0.0687
H -3.9654 -3.9218 -3.4368
H -2.6487 -2.8121 -2.9114
H -4.2631 -2.2361 -3.1943
H -3.4794 -4.2168 -0.9617
H -5.1524 -3.7900 -1.3731
C 0.2859 -0.1044 4.6626
C 0.3850 -1.5752 4.3244
O 0.9524 -1.7631 3.0156
C 2.2368 -2.0779 2.9343
O 3.0099 -2.2250 3.8303
C 2.6880 -2.2714 1.4665
F 3.9007 -1.7556 1.3070
F 2.7534 -3.5882 1.1729
F 1.8660 -1.6862 0.6116
H -0.1782 0.0573 5.6276
H -0.1330 0.4895 3.8483
H 1.3128 0.2984 4.6687
H -0.6144 -2.0118 4.2521
H 0.8929 -2.1033 5.1288
C 0.8748 1.0974 1.2565
C 1.0877 2.0393 2.4206
O -0.0764 1.9681 3.2520
C -0.0837 2.6875 4.3459
O 0.8160 3.3242 4.7899
C -1.4270 2.5135 5.0793
F -1.8163 3.6757 5.6039
F -2.3995 2.0539 4.3034
F -1.2463 1.6259 6.0806
H 1.5673 1.2555 0.4282
H -0.1321 1.1784 0.8500
H 1.0906 0.0738 1.5672
H 1.3254 3.0688 2.1592
H 1.9721 1.7324 2.9930
C 0.6255 3.9309 -1.1493
Br -0.7568 3.3910 -2.4038
Br -0.2126 4.6998 0.4072
Br 1.9083 5.1066 -1.9440
H 1.1107 3.0113 -0.8560
C 2.2663 0.1816 -7.2839
Br 2.2464 -1.2970 -8.5178
Br 0.4967 0.8771 -7.0000
Br 3.4875 1.5555 -7.8538
H 2.6352 -0.1881 -6.3405

Force components x, y, z for each atom (eV/Å):
C 0.49 0.26 -0.01
C -0.39 -0.42 -0.15
O 0.04 0.46 -0.29
N -0.18 -0.02 0.40
C 0.51 -0.35 -0.40
H 0.03 -0.31 -0.01
H 0.00 0.06 0.05
H -0.17 -0.11 -0.21
H -0.25 0.24 -0.23
H 0.01 0.22 0.21
H 0.01 -0.04 0.18
H -0.11 -0.02 -0.04
C -0.47 0.22 -0.64
C 0.03 -0.08 0.25
O -0.29 0.34 0.04
C 0.26 0.39 -0.03
O 0.34 -0.29 0.09
C -0.62 -0.21 -0.50
F 0.13 -0.08 0.18
F 0.12 0.00 0.18
F 0.14 0.18 0.09
H 0.37 -0.02 -0.03
H 0.12 -0.32 0.23
H -0.13 -0.03 0.32
H 0.00 -0.04 -0.06
H -0.02 -0.04 -0.06
C 1.40 -0.89 -0.71
C -1.09 0.15 0.76
O 0.39 -0.31 -0.07
C -0.13 -0.05 0.06
O 0.14 -0.02 0.25
C -0.18 -0.29 0.15
F 0.27 0.07 -0.05
F -0.07 0.31 0.12
F -0.04 -0.25 -0.30
H 0.13 -0.28 -0.22
H -0.65 -1.86 0.98
H -0.04 -0.16 0.54
H 0.09 0.03 -0.14
H 0.50 -0.25 -0.44
C 0.32 0.09 0.15
C 1.34 -0.23 -0.28
O -0.46 2.23 -1.55
C -0.18 -0.02 -0.02
O 0.32 0.51 0.27
C 0.04 0.09 0.45
F 0.03 -0.11 0.04
F -0.11 -0.04 -0.14
F -0.54 0.80 0.24
H 0.02 0.35 0.34
H 0.00 -0.07 0.06
H -0.58 0.29 -0.06
H -0.54 0.11 -0.10
H -0.27 -0.13 0.19
C -0.61 -0.16 -0.07
Br 0.23 0.04 -0.01
Br 0.12 0.08 -0.06
Br 0.01 -0.01 0.01
H 0.14 0.01 0.10
C 0.02 0.04 -0.23
Br 0.01 0.03 0.08
Br 0.01 0.01 0.02
Br -0.04 -0.01 0.04
H 0.03 -0.07 0.06

As for the LUMO energy: -0.4 eV. For the total energy, the calculation gives -478552.7463 eV.